# 1
The following is a quantum chemistry calculation of a cluster of 4 separate species, C8H23N2O5 in total in a non-equilibrium geometry, from the OMol25 dataset.

Calculated values
F_max = 1.95 eV Å⁻¹
Energy = -21884.5583 eV
Gap between HOMO and LUMO = 5.009 eV
Charge = -1
LUMO energy = 3.21 eV

The geometry in XYZ format:
```
38
C8H23N2O5 ωB97M-V/def2-TZVPD
O -0.49473 -1.15988 -3.31407
O -2.43104 1.76972 0.41869
O -1.61098 0.90724 -1.51995
O 3.99251 0.79766 1.09233
O -0.28910 -0.58319 2.33972
N 0.91191 0.82813 -0.52423
N 0.78001 2.23581 -0.16861
C -1.90947 -2.75912 -4.50944
C -0.48433 2.81449 -0.63722
C -1.60491 1.83786 -0.49910
C -0.97940 -2.48514 -3.33841
C 3.49083 2.20247 3.01935
C 3.31508 0.85844 2.33942
C -1.41604 -1.36709 2.68292
C -2.46482 -1.34643 1.59337
H -2.79531 -2.12306 -4.45043
H -0.71727 3.66197 0.02677
H -0.57407 0.31265 2.10000
H -0.09312 -3.11759 -3.40361
H -1.03293 0.17649 -1.20429
H -2.81180 -0.32208 1.45397
H -1.40190 -2.54456 -5.45070
H 2.27083 0.70117 2.10908
H 1.49550 0.69044 -1.34792
H -0.50350 3.19307 -1.68715
H -1.02307 -2.37164 2.85191
H -1.48885 -2.72814 -2.39703
H 3.12698 2.98596 2.35475
H 1.38311 0.36381 0.23837
H -2.03291 -1.67776 0.64761
H -3.32009 -1.98333 1.83374
H 4.54544 2.39378 3.24813
H -1.86013 -1.02171 3.62665
H -2.23957 -3.80006 -4.51779
H 2.92812 2.24260 3.95407
H -1.23399 -0.54960 -3.20528
H 3.64169 0.04183 2.99682
H 4.93129 0.92478 1.24756
```



# 2
The following is a quantum chemistry calculation of an isolated molecule of C17H24N4O3 in a non-equilibrium geometry, from the OMol25 dataset.

Calculated values
F_max = 5.66 eV Å⁻¹
Structure (SMILES) = NCCCC[C@H](N)C(=O)N[C@@H](Cc1c[nH]c2ccccc12)C(=O)O
Energy = -30118.5453 eV
Gap between HOMO and LUMO = 9.211 eV
Relative energy (zero: lowest compared OMol25 entry of this formula, charge and spin) = 107.3 kcal/mol
Charge = 0
LUMO energy = 0.50 eV

The geometry in XYZ format:
```
48
C17H24N4O3 ωB97M-V/def2-TZVPD
O -2.59983 3.04751 0.07044
O 1.18854 1.18901 1.06217
O -0.72687 3.44582 -1.13313
N -4.95888 0.23895 1.84721
N 0.29450 0.96143 -1.02013
N 3.44422 2.14673 0.21152
N 6.48129 -0.86570 0.25945
C -3.66785 0.76148 1.96053
C -3.76385 -1.49639 -0.96141
C -5.09590 -0.51941 0.67910
C -6.22445 -1.73208 -1.06169
C 5.55856 -1.84861 0.92516
C -1.47445 2.62470 -0.57008
C 2.70860 1.26513 -0.71927
C 4.22111 -2.19486 0.14499
C -6.23661 -1.04138 0.16801
C -3.92261 -0.60633 0.10482
C -4.85181 -2.01359 -1.56732
C 3.20250 -1.09450 0.28437
C 1.30472 1.26399 -0.18070
C -1.10914 1.18666 -0.71975
C 3.35438 -0.06698 -0.98430
C -2.90906 0.19422 0.96734
C -1.44354 0.49059 0.64538
H -3.19271 2.40619 0.63982
H 3.43651 -0.44315 1.05938
H 3.35210 3.06189 -0.17937
H 6.40504 -0.88226 -0.86319
H 5.42031 -1.58278 1.99065
H 4.41459 0.09610 -1.24360
H -2.73767 -1.66356 -1.24849
H 0.64221 1.34405 -1.93350
H 6.14673 -2.69371 1.06779
H 2.74174 1.70868 -1.73815
H -7.08974 -2.09775 -1.65611
H 6.07988 0.08997 0.62161
H -7.25291 -0.60340 0.37639
H -5.73356 0.56783 2.30342
H 4.46197 -2.21860 -1.01556
H -1.66584 0.85672 -1.53060
H -0.74254 -0.37978 0.95088
H -3.36811 1.34294 2.78482
H 3.89491 -3.20658 0.55844
H -4.78711 -2.70578 -2.40539
H 2.84592 2.29207 1.08751
H 2.78989 -0.56411 -1.73358
H -0.93790 1.29710 1.31838
H 2.10273 -1.35849 0.37571
```



# 3
The following is a quantum chemistry calculation of a cluster of 9 separate species, C46H113BF4N7O6 in total in a non-equilibrium geometry, from the OMol25 dataset.

Calculated values
F_max = 1.87 eV Å⁻¹
Energy = -83755.4371 eV
Gap between HOMO and LUMO = 5.996 eV
Charge = +5
LUMO energy = -9.42 eV

The geometry in XYZ format:
```
177
C46H113BF4N7O6 ωB97M-V/def2-TZVPD
F -0.53707 -0.56835 -0.11949
F 0.62751 1.08102 0.94870
F -0.38215 1.57721 -1.02880
F 1.53499 0.18247 -0.93779
O -3.66238 3.63927 -4.94030
O 0.60227 6.00391 3.63384
O -4.78047 1.51446 -1.38761
O 1.05337 5.27262 -4.66156
O -0.74908 4.21055 3.74702
O 2.68867 -4.74046 -1.40029
N 1.25922 -4.97661 3.54371
N 3.00139 2.46037 4.92022
N -3.09764 -4.54922 -1.04267
N 4.45195 -2.98230 -3.16413
N 2.47552 4.06212 -2.26318
N -2.94113 6.37856 -4.19879
N -3.77316 2.32561 1.39092
C 2.16579 -4.47468 2.45708
C 1.52460 3.36287 -3.18445
C 0.03388 -3.33285 2.37703
C -2.30396 -5.29503 -0.02084
C -5.21664 1.97807 1.30532
C 5.71545 -3.34127 -2.43149
C 1.31693 -3.58203 1.55212
C 4.89285 -2.33199 -4.45298
C -4.35966 5.89448 -4.37797
C 1.83062 1.84025 6.94784
C -3.39050 1.50448 -1.06220
C 0.50774 -6.17674 3.02161
C -4.59656 -4.62531 -0.84577
C 4.11957 1.08324 3.08937
C 3.67265 -4.20877 -3.58670
C 0.15594 4.93686 3.23284
C 3.90039 3.60745 -2.50545
C 1.45154 3.88192 -4.62321
C -1.62045 -2.86002 -2.09207
C 3.66408 -2.00061 -2.36795
C -2.32909 5.63466 -3.05155
C -3.00860 1.24679 2.07220
C -1.47914 -4.16849 -2.88363
C 0.68987 4.37190 1.91107
C -2.94113 7.82503 -3.84731
C 2.46320 5.56238 -2.30224
C 1.64841 2.53299 5.61952
C 2.89877 1.34243 3.93910
C -3.18666 2.54758 0.01865
C -2.69685 -4.97608 -2.44554
C -2.08155 6.21477 -5.40375
C 3.45039 -5.23521 -2.51015
C 2.16465 3.66395 -0.86731
C -4.51743 4.74409 -5.33563
C 0.42160 -3.76798 3.77988
C -2.65000 -3.10576 -0.99093
C 4.03339 2.11496 5.96445
C -0.57758 -6.68706 3.94214
C -6.67037 -6.05321 -0.78809
C 3.29740 3.70853 4.20889
C -1.35094 -7.82549 3.28947
C 2.06614 -5.39071 4.73216
C 3.27507 2.14648 7.30410
C -5.19285 -5.99243 -1.18869
C -3.63103 3.60940 2.14881
C 3.89528 -0.03393 2.08448
B 0.31594 0.55518 -0.34249
H 4.21482 4.02086 -3.46413
H -2.11984 -8.24808 3.92892
H 1.10189 -4.10112 0.61823
H -4.64109 -6.70896 -0.56409
H 2.24501 2.57776 -0.79879
H -0.30900 -2.29749 2.35510
H -0.43798 -3.99743 4.40290
H 6.24744 -2.41172 -2.25577
H 3.33865 3.18500 7.65304
H 6.33139 -4.01796 -3.01561
H -3.08756 0.34889 1.46840
H 4.26953 -1.10695 -2.24860
H 1.56984 4.88774 1.52701
H 3.89065 2.53011 -2.63390
H 1.74785 -2.61770 1.29684
H 1.42666 -5.63653 5.57072
H 3.78975 1.60021 8.08973
H 3.09569 4.56450 4.84993
H -1.27574 -5.01860 -0.23546
H 2.66443 3.78581 3.32732
H -2.57597 3.81099 2.37933
H 5.40883 -3.79165 -1.49145
H -1.27036 5.89340 -3.00256
H -0.22386 -6.97698 4.93145
H 4.02363 -1.87063 -4.91446
H -5.33171 0.97995 0.90298
H -2.48088 -6.36561 -0.08119
H -5.03026 -3.89404 -1.53036
H -2.01653 -2.09562 -2.75709
H -3.44029 7.95782 -2.88587
H 0.03233 -5.95761 2.06423
H 4.84655 2.82978 6.00298
H -2.68265 -4.96807 0.94602
H -4.80794 5.78099 -3.39624
H -5.01153 0.74213 -1.91003
H -5.55006 4.40236 -5.27038
H -3.49762 1.09711 3.03475
H -0.65959 -2.53284 -1.70655
H 2.63140 -6.26059 4.40560
H -3.50962 -2.45171 -1.12624
H -3.58930 8.35337 -4.54589
H -2.02293 5.17367 -5.70044
H -7.20791 -5.28028 -1.34290
H 1.67572 0.75670 6.93868
H 1.37933 3.57938 5.75768
H 1.45301 5.89655 -2.09220
H 4.93537 0.82676 3.77237
H -2.53105 6.80443 -6.20208
H -1.82412 -7.51974 2.35060
H 2.72739 -5.28699 1.99687
H 0.55803 3.32235 -2.68028
H 3.66665 -0.96728 2.62180
H 3.14383 0.19092 1.33169
H -2.29957 -2.82120 0.00241
H 5.56437 -1.50478 -4.21720
H -2.35234 4.57967 -3.31038
H 4.22364 -4.66439 -4.40518
H 0.87282 5.52325 -5.57467
H 5.44992 -3.05526 -5.03398
H 0.67606 3.29633 -5.11956
H 4.46517 1.98952 2.59065
H 1.13622 3.89224 -0.61229
H 0.86895 2.09567 5.00333
H 2.08597 -5.44798 -1.15709
H -1.26192 -5.85271 4.13753
H -0.66269 -8.63413 3.02874
H -1.52775 -4.03247 -3.95716
H 2.75538 -4.59367 4.99306
H 1.82120 2.31296 -3.22151
H 2.72913 -3.83337 -3.98286
H 2.96101 -3.88491 2.92049
H -6.78886 -5.80860 0.26817
H 4.51216 3.99943 -1.70421
H 3.10015 5.93993 -1.50523
H -7.09684 -7.03035 -0.98140
H 0.78261 3.28660 1.97332
H -4.78761 -4.32062 0.18322
H 2.89512 4.09570 -0.19526
H 2.82587 5.88149 -3.26724
H 1.14834 2.24204 7.69438
H -4.04104 3.43217 3.14197
H -2.69460 -6.06332 -2.44320
H -5.67659 2.71780 0.65379
H 1.31207 -6.88537 2.82362
H 2.05165 1.57329 3.28424
H -1.94942 8.25996 -3.81749
H -4.87316 6.72969 -4.86585
H 2.58469 0.42667 4.44637
H -1.98673 1.57564 2.23185
H -4.14865 2.81543 -5.03375
H -0.84255 -3.87214 2.01360
H 2.44664 3.77453 -5.06112
H 4.37197 -5.73887 -2.20842
H -0.11554 4.57423 1.18577
H -4.26420 4.99440 -6.36350
H 4.85267 -0.31276 1.63422
H -4.11707 4.42645 1.62983
H 2.86473 -6.03548 -2.97623
H -3.64243 3.46424 -0.36845
H -1.11965 6.64985 -5.16359
H -3.54353 -4.70230 -3.08020
H 4.34129 3.76989 3.91510
H -5.71833 2.08954 2.26416
H -3.17348 0.49188 -0.70178
H -0.59544 -4.73359 -2.58243
H -5.04254 -6.22888 -2.23841
H -2.79337 1.73373 -1.94301
H -2.14736 2.78345 0.22156
H 3.45150 -2.42530 -1.39229
H 4.37674 1.10037 5.79013
H 2.73812 -1.79407 -2.89616
H -2.85308 5.93281 -2.15231
H 1.02701 -3.02796 4.29963
```



# 4
The following is a quantum chemistry calculation of a cluster of 13 separate species, C20H66O17 in total in a non-equilibrium geometry, from the OMol25 dataset.

Calculated values
F_max = 3.02 eV Å⁻¹
Energy = -56614.5318 eV
Gap between HOMO and LUMO = 9.829 eV
Relative energy (zero: lowest compared OMol25 entry of this formula, charge and spin) = 45.0 kcal/mol
Charge = 0
LUMO energy = -0.05 eV

The geometry in XYZ format:
```
103
C20H66O17 ωB97M-V/def2-TZVPD
O -5.26046 3.22928 -2.79879
O 3.76731 1.71468 -0.35211
O -2.33326 -2.29388 4.52830
O -1.77371 -3.14989 -0.37358
O 5.66794 -1.97495 1.91524
O -0.44357 -4.78266 4.12692
O 0.24054 -2.05375 3.49455
O -0.62931 6.37060 0.30348
O 6.39823 -2.35536 -0.97449
O 2.11896 -0.00581 4.25628
O 0.50534 1.46786 -0.53494
O 0.98452 -4.02011 -0.53722
O 2.49008 1.71982 -3.07494
O 1.72548 5.96885 -1.47850
O 0.27256 2.95541 1.99907
O -1.86391 -0.06108 -6.30584
O 2.71030 2.24911 2.58303
C -3.04632 -1.13014 4.83414
C -1.31980 -4.26553 -1.11489
C 5.50679 -1.05421 0.84302
C 1.14140 4.97281 -0.72990
C 5.22305 -1.67203 -0.54834
C 1.19605 -3.13679 3.38973
C -0.39735 5.25826 -0.51659
C 1.04669 -0.85339 0.23422
C -4.04137 2.56648 -3.12520
C -1.47266 -0.44828 -5.00948
C -1.93722 -0.29002 5.44223
C -0.71058 -1.77022 -5.07325
C -2.87175 3.36845 -2.48919
C 0.01010 0.14670 -0.46186
C -1.36795 0.21695 0.11378
C -3.53210 -0.43877 3.50331
C 0.35587 -4.33244 3.01252
C -4.11708 1.19489 -2.56773
C 0.08375 -3.87286 -1.62451
C -0.58051 0.63647 -4.32752
H -1.09417 -0.17216 4.76145
H 0.44599 -4.55189 -2.39639
H -0.60862 0.56502 -3.24023
H 1.73817 -2.94392 2.46398
H 0.98424 -5.19485 2.79005
H -1.22551 -2.97495 0.39485
H 3.08128 1.97979 0.26052
H -0.91823 -2.27203 -4.12819
H 0.47951 0.48287 -4.52973
H 6.47266 -3.15499 -0.44853
H -1.89801 -0.73515 0.08864
H -2.68277 -0.17431 2.87338
H -1.13981 -2.42774 -5.82924
H 1.71022 4.83215 0.18921
H 3.33928 1.71902 -1.20827
H 1.98449 -0.90428 -0.31898
H 0.46621 3.87402 2.18582
H -4.34822 -1.01855 3.07215
H -0.31999 -4.10841 2.18722
H 4.37270 -2.34909 -0.46698
H 1.83646 -3.11639 4.27153
H -0.83284 4.30459 -0.21832
H -2.63387 4.32335 -2.95789
H -1.94884 2.82450 -2.69034
H 1.34937 -0.53275 1.23105
H 0.68442 -1.87352 0.36147
H -3.89443 -1.24104 5.50980
H -5.05546 0.73865 -2.88302
H -0.54681 -2.34865 3.95793
H -0.38183 2.71031 2.65324
H 1.82320 2.56677 2.41453
H -1.94368 0.99137 -0.39308
H -1.14142 -5.33395 3.76543
H -2.97530 3.59960 -1.42903
H -2.90379 -2.93923 4.10449
H -6.00210 2.82724 -3.25697
H -1.96061 -4.36828 -1.99063
H 6.34810 -2.57469 1.60012
H 2.73899 2.62648 -3.25457
H 4.68675 -0.41980 1.17942
H -3.99790 0.50174 3.79754
H -0.03223 -0.21570 -1.48897
H -2.39878 -0.67974 -4.48334
H -0.96938 1.59840 -4.66151
H -4.02855 2.43866 -4.20760
H -0.99948 5.47793 -1.39824
H 0.35881 -1.67849 -5.26325
H 1.90944 -3.99365 -0.79300
H -3.31060 0.63058 -3.03595
H 1.22903 4.01583 -1.24429
H -2.29766 0.65161 5.85638
H 2.81035 -0.58577 4.57543
H 2.12529 6.54615 -0.82391
H 0.35449 1.89358 0.31217
H -1.27849 0.35796 1.19092
H -1.58267 -0.80742 6.33368
H 1.44769 -0.59725 3.91595
H 4.87680 -0.91439 -1.25133
H 0.13341 -2.83816 -1.96367
H -1.04880 0.06289 -6.79759
H 1.60622 1.78090 -2.71258
H -4.15067 1.04457 -1.48867
H -0.22013 6.25018 1.16353
H 2.59097 1.34207 2.86461
H -1.37811 -5.13389 -0.45866
H 6.41919 -0.45813 0.82549
```